1.
2
Properties=species:S:1:pos:R:3:lowdin_charge:R:1 method="wB97M-V/def2-TZVPD" energy_ev=-31.2171 total_charge=0 mol_weight_g_mol=2.02 orbital_gap_ha=0.5765
H 0.0000 0.0000 0.4545 0.00
H 0.0000 0.0000 -0.4545 0.00

2.
26
Properties=species:S:1:pos:R:3:mulliken_spin:R:1 method="wB97M-V/def2-TZVPD" energy_ev=-12539.5087 multiplicity=3 total_charge=+1 mol_weight_g_mol=151.23 orbital_gap_ha="0.2848 / 0.1808"
C 2.8471 0.3978 0.2629 -0.03
C 3.3603 1.3129 1.0786 0.09
C 0.1278 0.7374 -0.7518 0.88
C 2.0039 -1.6007 -0.3605 -0.05
C 2.8754 -0.4938 -0.8675 0.07
C 1.5633 -0.2067 -0.0415 0.01
C -0.8563 -1.4458 0.7297 -0.01
C -3.0478 -0.2566 0.6782 -0.02
C -2.0489 1.5806 -1.0440 -0.03
N -1.6922 -0.3966 0.1902 0.56
N -1.1549 0.6391 -0.4473 0.36
H 2.7048 1.9230 1.6308 0.00
H 4.3096 1.6693 1.1339 0.00
H 0.6270 1.3997 -1.4435 0.00
H 1.5648 -2.5058 -0.9588 -0.01
H 2.4382 -2.1176 0.5253 0.00
H 3.2374 -0.2779 -1.8615 0.00
H -0.1683 -1.0347 1.6594 0.05
H -1.3707 -2.2611 1.1484 0.01
H -0.3646 -1.7286 -0.1601 0.00
H -3.7055 0.1073 -0.1470 0.02
H -3.3803 -1.1803 1.1311 0.00
H -3.2002 0.4542 1.4842 0.04
H -2.4473 2.1140 -0.2014 0.01
H -2.7034 0.9614 -1.6572 0.01
H -1.5189 2.2096 -1.7106 0.02